(1)
Below is the molecule C4H8ClN, with properties calculated with wB97M-V/def2-TZVPD.

Geometry as XYZ:
```
14
Properties=species:S:1:pos:R:3:forces:R:3:mulliken_charge:R:1
C 0.090 0.312 -1.834 1.4 1.2 -0.8 -0.9122
C 0.176 0.770 0.542 0.0 -2.0 -0.6 -0.7662
C 0.368 -0.515 1.351 -0.4 0.2 0.7 0.3273
C -0.511 -1.501 1.428 0.0 -0.9 -0.9 -0.6593
H 0.742 1.243 -2.076 -1.3 -0.9 -0.2 0.3000
H -0.615 0.032 -2.663 0.9 0.3 0.7 0.2857
H 0.924 -0.400 -1.738 -0.8 -0.5 0.2 0.3150
H -1.326 1.259 -0.780 0.6 -0.6 0.5 0.2265
H 1.128 1.134 0.235 1.1 0.6 0.1 0.3629
H -0.343 1.463 1.128 -0.4 1.2 1.3 0.4255
H -0.516 -2.456 2.002 0.5 1.2 -0.3 0.2997
H -1.225 -1.435 0.616 -0.5 0.0 0.2 0.3029
N -0.630 0.519 -0.599 -1.7 0.3 -1.4 -0.2890
Cl 1.740 -0.426 2.387 0.5 0.0 0.5 -0.2188
```
Forces are in eV/Å.

Frontier orbital gap in eV: 10.019
Highest occupied orbital energy in eV: -9.1
SMILES string: C=C(Cl)CNC



(2)
Below is the ion C4H8ClN2O with charge +1, with properties calculated with wB97M-V/def2-TZVPD.

Geometry as XYZ:
```
16
Properties=species:S:1:pos:R:3:forces:R:3:mulliken_charge:R:1
C 0.210 0.330 -0.468 0.2 0.1 -0.1 0.2517
C -0.458 2.685 -1.578 0.6 -3.5 1.7 0.6299
C -0.770 -1.000 1.284 -0.4 0.0 0.2 -1.1247
C 1.382 -1.629 0.278 0.7 -0.4 0.0 -0.9321
N 0.272 -0.706 0.320 -0.2 0.2 0.0 0.0584
N -0.762 1.195 -0.548 0.2 2.8 -1.7 -0.3895
O 0.590 2.697 -2.071 -0.3 0.3 0.0 -0.2807
Cl -1.804 3.602 -1.518 -0.7 0.6 0.0 0.0050
H 1.046 0.511 -1.140 0.0 -0.1 0.1 0.3273
H -1.115 -0.087 1.770 0.0 0.0 0.0 0.4371
H -1.615 -1.495 0.805 0.0 0.0 0.0 0.3421
H -0.369 -1.660 2.049 0.0 0.0 0.0 0.3840
H 1.998 -1.513 1.173 -0.1 0.0 0.0 0.3625
H 1.006 -2.653 0.249 0.0 0.1 -0.1 0.3623
H 2.001 -1.456 -0.599 -0.1 0.0 0.0 0.3226
H -1.612 1.178 -0.007 -0.1 -0.2 0.2 0.2441
```
Forces are in eV/Å.

Frontier orbital gap in eV: 10.629
Highest occupied orbital energy in eV: -14.4
Charge: +1
SMILES string: CN(C)/C=[NH+]/C(=O)Cl



(3)
Below is a structure of composition C4H8ClNiO, with properties calculated with wB97M-V/def2-TZVPD.

Geometry as XYZ:
```
15
Properties=species:S:1:pos:R:3:forces:R:3:mulliken_charge:R:1
Ni -7.281 0.160 -4.387 0.1 -0.2 0.1 0.9787
Cl -4.880 -2.619 -3.122 -0.1 0.2 -0.1 0.0212
C 0.124 0.021 0.001 -1.0 0.9 -0.3 -0.5351
C 0.957 1.222 0.422 -0.8 0.8 -0.2 -0.6041
C 1.606 0.659 1.619 0.0 -0.7 -0.1 -0.4085
O 1.993 -0.690 1.205 0.3 0.4 0.5 -0.3990
C 1.078 -1.125 0.191 0.2 0.5 -0.8 -0.3741
H -0.282 0.160 -1.002 0.1 -0.4 -0.1 0.3181
H -0.719 -0.115 0.679 -0.1 0.3 0.1 0.2470
H 0.433 2.120 0.749 -0.6 -0.1 -0.2 0.3225
H 1.643 1.589 -0.342 0.2 -0.5 -0.1 0.2875
H 0.833 0.577 2.383 0.1 -0.1 0.4 0.2684
H 2.357 1.366 1.970 0.8 -1.0 0.1 0.3367
H 0.565 -2.062 0.404 0.2 0.0 0.6 0.2811
H 1.573 -1.263 -0.770 0.6 -0.2 0.1 0.2594
```
Forces are in eV/Å.

Frontier orbital gap (spin up / spin down) in eV: 3.360 / 3.135
2S+1: 3
Highest occupied orbital energy (spin up / spin down) in eV: -11.1 / -11.1
Expectation value of S²: 2.004
Charge: +1



(4)
Below is the molecule C4H8ClOPS, with properties calculated with wB97M-V/def2-TZVPD.

Geometry as XYZ:
```
16
Properties=species:S:1:pos:R:3:forces:R:3:mulliken_charge:R:1
C -1.249 -0.328 -0.400 0.9 0.9 1.4 -0.5337
C 0.039 0.336 0.253 0.3 -1.2 -1.7 1.0004
C -0.312 0.988 1.558 0.4 -0.5 0.8 -1.3224
C 1.059 -0.777 0.395 3.2 -1.1 1.4 -1.4969
O -1.157 -0.477 -1.787 1.0 0.9 -1.1 -0.2291
P -0.237 0.546 -2.723 0.4 -0.2 2.0 0.3368
S 0.886 1.606 -0.810 -2.0 -1.6 -2.2 -0.2121
Cl 1.081 -0.889 -3.498 -0.1 0.4 0.3 -0.2094
H -1.232 -1.333 0.087 -0.7 0.7 -0.5 0.3021
H -2.132 0.287 -0.138 0.3 -0.5 -0.2 0.3247
H 0.533 0.684 2.253 -1.2 0.9 -0.3 0.3131
H -1.284 0.544 1.916 0.9 0.8 0.0 0.3376
H -0.344 2.076 1.329 -0.4 -0.7 1.0 0.3364
H 0.926 -1.528 1.204 -1.1 0.2 -0.5 0.3954
H 2.019 -0.364 0.864 -1.0 0.0 -1.1 0.4006
H 1.405 -1.373 -0.505 -0.8 1.1 0.7 0.2565
```
Forces are in eV/Å.

Frontier orbital gap in eV: 8.966
Highest occupied orbital energy in eV: -9.0
SMILES string: CC1(C)COP(Cl)S1



(5)
Below is a structure of composition C4H8CsO2, with properties calculated with wB97M-V/def2-TZVPD.

Geometry as XYZ:
```
15
Properties=species:S:1:pos:R:3:forces:R:3:mulliken_charge:R:1
C -0.706 -1.205 2.119 -0.1 -0.3 -0.3 -0.3972
O -1.366 -2.200 1.425 -0.3 -0.2 0.0 -0.9221
C 0.176 -0.350 1.197 -0.7 0.4 -0.8 -0.3179
O -0.560 0.184 0.137 0.4 0.1 0.2 -0.7170
Cs -2.384 -2.032 -1.063 0.9 0.6 1.0 0.7968
H -0.044 -1.607 2.926 0.0 0.0 0.0 0.2330
H -1.414 -0.507 2.634 0.1 0.0 -0.1 0.1331
H 1.000 -0.996 0.811 0.0 -0.1 0.1 0.1358
H 0.666 0.444 1.808 0.0 0.0 0.1 0.1975
C 0.741 1.565 -1.304 0.4 0.1 -3.0 -0.3195
C 0.610 0.920 -2.539 1.0 1.9 1.7 -0.7045
H 1.723 1.622 -0.815 -0.6 -0.9 0.3 0.2656
H 0.212 2.516 -1.170 -0.5 -0.8 0.4 0.1967
H 1.453 0.322 -2.905 -0.6 -0.1 0.1 0.2038
H -0.110 1.324 -3.262 0.1 -0.5 0.3 0.2157
```
Forces are in eV/Å.

Frontier orbital gap (spin up / spin down) in eV: 3.811 / 3.812
Highest occupied orbital energy (spin up / spin down) in eV: -2.0 / -2.0
Charge: -1



(6)
Below is a structure of composition C4H8CsO5S, with properties calculated with wB97M-V/def2-TZVPD.

Geometry as XYZ:
```
19
Properties=species:S:1:pos:R:3:forces:R:3:mulliken_charge:R:1
Cs 0.120 -0.132 -2.590 1.5 0.1 -0.5 1.0225
S 3.594 0.014 -3.535 2.0 0.6 -1.3 1.1928
O 4.824 -0.521 -3.019 1.8 -1.3 1.2 -0.7519
O 3.101 1.011 -2.581 -2.2 1.1 1.3 -0.8025
O 3.846 0.611 -4.833 0.0 1.4 -1.6 -0.7431
O 2.628 -1.058 -3.775 -2.9 -1.8 0.7 -0.8435
C -2.410 0.004 1.836 -0.5 0.0 -0.9 -0.5483
C -1.116 0.118 2.590 1.0 -1.0 -0.1 -0.5545
C -0.107 -0.483 1.561 -1.1 1.1 0.3 -0.4890
O -0.560 0.087 0.289 -0.7 -0.2 1.1 -0.4092
C -1.989 0.425 0.408 0.7 -0.1 0.7 -0.4304
H -3.220 0.585 2.275 0.1 0.3 -0.3 0.3270
H -2.804 -1.010 1.771 0.3 -0.3 0.3 0.2526
H -1.129 -0.442 3.525 0.1 0.0 0.0 0.3291
H -0.856 1.151 2.822 0.0 0.1 -0.1 0.2752
H -0.190 -1.570 1.550 0.0 -0.1 -0.2 0.2845
H 0.924 -0.203 1.778 -0.1 0.1 -0.4 0.3124
H -2.535 -0.091 -0.382 0.0 0.0 0.0 0.3157
H -2.121 1.502 0.310 0.2 0.1 -0.3 0.2605
```
Forces are in eV/Å.

Frontier orbital gap in eV: 3.813
Highest occupied orbital energy in eV: -2.4
Charge: -1



(7)
Below is the ion C4H8F2P with charge +1, with properties calculated with wB97M-V/def2-TZVPD.

Geometry as XYZ:
```
15
Properties=species:S:1:pos:R:3:forces:R:3:mulliken_charge:R:1
C -1.797 -1.911 1.263 -1.7 -1.8 1.1 -0.5876
C -1.518 -0.922 0.462 0.6 1.0 0.0 -0.2078
C 0.921 1.629 -1.521 1.6 1.3 -2.5 -1.0321
C 1.109 1.061 -0.126 -4.9 1.3 -0.1 -0.5349
F 0.856 -0.856 1.869 -1.9 1.2 -4.8 -0.3576
F 0.753 -1.522 -0.678 0.2 0.1 -0.1 -0.1656
P 0.157 -0.432 0.214 2.7 -2.2 5.1 1.0914
H -2.763 -2.354 1.632 0.5 1.3 -1.1 0.2784
H -1.063 -2.503 1.654 2.3 -1.2 1.2 0.2561
H -2.323 -0.405 0.097 -1.5 1.8 -1.3 0.3951
H 1.627 1.118 -2.230 -1.2 -0.1 0.4 0.3470
H -0.132 1.751 -2.003 1.8 -0.5 1.3 0.3418
H 1.433 2.648 -1.567 -1.1 -1.0 0.5 0.3333
H 0.738 1.803 0.597 -0.6 -0.1 0.1 0.3704
H 2.002 0.895 0.336 3.2 -1.0 0.4 0.4721
```
Forces are in eV/Å.

Frontier orbital gap in eV: 11.326
Highest occupied orbital energy in eV: -16.4
Charge: +1



(8)
Below is a structure of composition C4H8F3KO5S, with properties calculated with wB97M-V/def2-TZVPD.

Geometry as XYZ:
```
22
Properties=species:S:1:pos:R:3:forces:R:3:mulliken_charge:R:1
O -0.246 -2.026 -0.182 -3.0 -0.9 -6.1 -0.5541
O 0.229 -0.468 2.866 0.0 0.8 0.1 -0.9181
C 0.175 0.827 3.164 -0.3 -1.1 0.5 -0.2424
O 0.805 1.615 2.088 0.3 0.5 -0.7 -0.2575
C 0.804 3.001 2.298 -0.1 0.0 0.1 -0.7549
K 1.496 -0.461 0.796 0.1 0.1 0.3 1.0369
H 0.742 1.107 4.087 -0.1 0.1 -0.1 0.2065
H -0.861 1.238 3.251 0.1 0.0 0.0 0.1729
H 1.207 3.491 1.402 -0.1 -0.1 0.2 0.1996
H -0.224 3.371 2.461 0.3 0.0 0.1 0.2655
H 1.436 3.269 3.162 -0.2 0.0 -0.2 0.2836
S -1.094 -2.159 -1.516 0.9 0.0 4.7 1.0001
O -2.242 -3.037 -1.569 1.8 1.2 0.0 -0.5345
O -0.263 -2.390 -2.850 -0.1 0.0 0.9 -0.2538
C -1.709 -0.393 -1.787 0.1 -0.6 0.6 0.6849
F -2.676 -0.144 -0.931 0.0 -0.1 0.0 -0.1857
F -0.693 0.434 -1.561 0.2 0.2 -0.1 -0.1899
F -2.136 -0.245 -3.021 -0.1 0.0 -0.3 -0.2101
C 1.074 -1.843 -2.993 0.2 0.0 -0.1 -0.5608
H 1.471 -2.314 -3.896 -0.1 0.1 0.3 0.2520
H 1.680 -2.117 -2.122 -0.1 0.1 -0.2 0.2570
H 1.024 -0.759 -3.147 0.0 -0.3 0.2 0.3030
```
Forces are in eV/Å.

Frontier orbital gap in eV: 6.288
Highest occupied orbital energy in eV: -6.8



(9)
Below is a structure of composition C4H8F6FeIN2O3Sb, with properties calculated with wB97M-V/def2-TZVPD.

Geometry as XYZ:
```
26
Properties=species:S:1:pos:R:3:forces:R:3:mulliken_charge:R:1
Fe -0.696 -0.134 0.169 0.0 0.4 -0.2 1.5011
N 0.106 1.995 -0.594 -0.2 -0.3 0.1 -0.3919
C 1.053 2.453 0.300 0.1 0.3 0.1 -0.7559
C 1.751 0.722 1.633 0.9 -1.3 0.7 0.7320
O 2.568 1.141 2.357 -0.9 0.4 -0.9 -0.3475
O 1.132 -0.216 1.177 0.1 0.9 0.1 -0.3994
H 0.418 1.908 -1.553 0.0 0.0 0.0 0.2434
H -0.810 2.425 -0.512 0.0 0.0 -0.1 0.3255
H 0.691 3.060 1.119 0.0 -0.2 0.1 0.3987
H 2.040 2.671 -0.088 0.1 -0.2 0.1 0.4080
F -2.579 0.821 -0.223 -0.1 -0.1 -0.1 -0.5984
Sb -3.164 0.704 1.661 0.2 0.1 0.1 2.5024
F -3.698 2.473 1.562 -0.1 0.0 0.0 -0.5015
F -1.284 1.280 1.821 -0.1 -0.1 -0.1 -0.5833
F -4.774 -0.089 1.233 0.0 0.1 0.0 -0.4822
F -2.225 -0.987 1.389 0.0 -0.1 0.1 -0.6452
F -3.254 0.491 3.492 -0.1 0.0 0.0 -0.4924
N 1.352 -3.222 -0.611 0.0 0.0 0.0 -0.3174
C 0.897 -2.232 -1.353 0.0 0.0 0.1 0.7828
O -0.105 -1.569 -1.004 0.0 0.0 -0.1 -0.7899
C 1.594 -1.914 -2.636 0.0 0.0 0.0 -1.0397
I 2.842 -0.206 -2.334 0.0 0.0 0.0 0.1230
H 0.900 -3.439 0.265 0.0 0.0 0.0 0.2522
H 2.144 -3.776 -0.893 0.0 0.0 0.0 0.2110
H 0.865 -1.643 -3.391 0.0 0.0 0.0 0.3904
H 2.234 -2.718 -2.985 0.0 0.0 0.0 0.4742
```
Forces are in eV/Å.

Frontier orbital gap (spin up / spin down) in eV: 8.499 / 8.543
2S+1: 6
Highest occupied orbital energy (spin up / spin down) in eV: -12.5 / -13.8
Expectation value of S²: 8.760
Charge: +1



(10)
Below is a cluster of 2 separate species, C4H8FINO in total, with properties calculated with wB97M-V/def2-TZVPD.

Geometry as XYZ:
```
16
Properties=species:S:1:pos:R:3:forces:R:3:mulliken_charge:R:1
C -1.974 0.837 0.406 0.9 1.0 0.5 -0.1287
C 0.910 1.774 0.636 -0.9 -0.7 -0.2 -0.7012
C -0.848 0.038 0.361 1.3 -2.9 0.4 0.4714
C 0.406 -3.280 -1.672 -0.6 -0.3 0.9 -0.3100
N 0.445 0.368 0.481 -0.3 0.6 -0.4 -0.0554
O -3.148 0.328 0.616 -1.0 1.2 -0.5 -0.3647
F 1.314 -2.535 -2.270 -0.1 -0.2 -0.4 -0.1790
I 0.749 -3.728 0.309 0.1 0.1 -0.1 0.0838
H -1.940 1.928 0.454 -0.2 -0.3 -0.5 0.3362
H 0.011 2.299 0.306 0.9 0.8 -0.1 0.1735
H 0.965 1.846 1.698 0.3 0.7 0.9 0.3864
H 1.890 2.086 0.184 -1.2 -0.8 0.0 0.2989
H -1.025 -1.104 0.338 0.3 1.9 0.1 -0.0477
H -0.375 -3.849 -2.184 0.7 0.4 -0.4 0.4562
H 1.101 -0.358 0.752 -0.2 -0.3 -0.5 0.2419
H -3.159 -0.487 1.093 0.1 -1.4 0.3 0.3382
```
Forces are in eV/Å.

Frontier orbital gap (spin up / spin down) in eV: 10.071 / 4.944
Highest occupied orbital energy (spin up / spin down) in eV: -13.5 / -11.3
Charge: +1



(11)
Below is a structure of composition C4H8FN, with properties calculated with wB97M-V/def2-TZVPD.

Geometry as XYZ:
```
14
Properties=species:S:1:pos:R:3:forces:R:3:mulliken_charge:R:1
C -0.444 1.507 0.056 -2.3 -2.6 6.5 -1.1139
C -0.216 0.007 -0.015 2.3 -0.5 0.3 0.8123
C 0.617 -0.785 1.022 2.8 4.2 -3.4 -0.8556
C 1.050 -0.659 -0.491 2.2 4.4 3.6 -0.3202
H 0.157 2.041 1.027 -1.4 -1.1 -3.7 0.2520
H -1.576 1.252 0.563 2.5 1.9 -1.3 0.2522
H -0.573 1.776 -0.936 0.1 1.8 -1.5 0.4071
H -2.328 0.035 -1.132 3.9 -3.1 1.9 0.2800
H -0.679 -1.743 -0.988 -3.7 3.4 1.5 0.3010
H 0.263 -1.618 1.433 -1.5 -3.3 1.5 0.3399
H 1.400 -0.187 1.564 -1.1 -0.8 -0.3 0.2478
H 1.431 -1.168 -1.314 -0.6 -1.8 -1.2 0.4542
N -1.346 -0.801 -0.363 -1.2 -1.2 -3.9 -0.6657
F 2.245 0.343 -0.427 -1.9 -1.3 -0.1 -0.3912
```
Forces are in eV/Å.

Frontier orbital gap in eV: 9.239
Highest occupied orbital energy in eV: -9.2



(12)
Below is the molecule C4H8FN, with properties calculated with wB97M-V/def2-TZVPD.

Geometry as XYZ:
```
14
Properties=species:S:1:pos:R:3:forces:R:3:mulliken_charge:R:1
C 0.020 -0.159 -0.774 0.5 -1.0 0.3 -0.1615
C -0.473 -0.920 0.526 -1.3 -0.2 -0.1 -0.5931
C 0.652 -0.258 1.387 -2.2 0.8 -2.4 -0.6940
C 0.654 0.774 0.228 0.5 2.1 1.6 0.1806
H -1.701 -0.092 -2.041 0.3 -0.5 0.3 0.2410
H -1.040 1.336 -1.724 0.5 -1.2 -0.2 0.2652
H 0.834 -0.688 -1.249 0.4 -0.6 0.2 0.3090
H -1.501 -0.502 0.716 1.0 -0.3 0.4 0.2506
H -0.565 -2.016 0.592 0.2 0.4 -0.5 0.3065
H 0.432 -0.033 2.406 -0.3 0.7 0.5 0.2798
H 1.566 -0.729 1.342 1.9 -1.7 -0.2 0.3169
H -0.014 1.605 0.541 0.3 -0.2 -0.6 0.2816
N -0.789 0.330 -1.889 -0.8 2.1 0.7 -0.6108
F 1.925 1.351 -0.059 -1.1 -0.5 0.0 -0.3718
```
Forces are in eV/Å.

Frontier orbital gap in eV: 10.674
Highest occupied orbital energy in eV: -9.5
SMILES string: N[C@@H]1CC[C@H]1F



(13)
Below is the molecule C4H8FN, with properties calculated with wB97M-V/def2-TZVPD.

Geometry as XYZ:
```
14
Properties=species:S:1:pos:R:3:forces:R:3:mulliken_charge:R:1
C 0.044 1.164 0.494 0.3 0.1 2.9 -0.4742
C 0.769 -0.148 0.079 -3.2 1.1 -2.8 0.0985
C -0.409 -0.004 -1.349 2.4 0.2 0.2 0.0145
C 0.326 -1.268 0.894 -0.4 -3.3 1.4 -1.3890
N -0.880 1.125 -0.573 -1.7 1.9 -4.2 -0.3044
F -1.366 -1.029 -1.497 0.7 0.7 0.6 -0.3030
H -0.562 0.931 1.502 1.6 1.0 -1.7 0.1937
H 0.685 2.107 0.622 -0.9 -1.3 -0.3 0.2718
H 1.831 -0.092 -0.092 0.2 0.0 -0.4 0.3625
H -0.014 0.086 -2.483 -0.6 0.3 2.8 0.2555
H -0.707 -1.212 1.357 1.0 0.1 -1.0 0.3019
H 0.988 -1.367 1.744 0.3 0.2 0.7 0.4045
H 0.473 -2.310 0.449 -0.5 1.4 0.0 0.2991
H -1.178 2.019 -1.145 0.8 -2.4 1.8 0.2687
```
Forces are in eV/Å.

Frontier orbital gap in eV: 10.314
Highest occupied orbital energy in eV: -9.2
SMILES string: C[C@@H]1CN[C@@H]1F



(14)
Below is a cluster of 2 separate species, C4H8FN in total, with properties calculated with wB97M-V/def2-TZVPD.

Geometry as XYZ:
```
14
Properties=species:S:1:pos:R:3:forces:R:3:mulliken_charge:R:1
C -2.098 0.230 0.653 -1.3 -0.5 -0.3 -0.6612
C -1.899 -0.527 -0.407 -1.4 2.8 -1.9 -0.5471
C 1.477 -0.580 1.424 -1.4 0.7 1.5 -0.2314
C 1.622 0.504 -0.810 -1.2 -5.2 -1.7 -0.8990
N 1.192 0.306 0.516 -1.3 1.5 1.3 0.0665
F 2.293 -1.467 0.936 1.4 -1.2 -0.9 -0.1523
H -2.871 1.030 0.727 1.3 -0.4 -0.1 0.2740
H -1.671 -0.297 1.456 0.2 0.4 2.0 0.3382
H -1.393 -1.410 -0.418 1.7 -2.2 0.5 0.3150
H -2.200 -0.223 -1.399 -0.5 0.0 -0.2 0.2719
H 2.375 1.169 -0.856 2.7 2.2 -0.5 0.3441
H 1.901 -0.553 -1.244 -0.1 2.2 0.7 0.2782
H 0.769 0.802 -1.369 -0.6 0.6 -0.7 0.3288
H 0.503 1.015 0.791 0.5 -0.7 0.3 0.2743
```
Forces are in eV/Å.

Frontier orbital gap in eV: 9.789
Highest occupied orbital energy in eV: -8.9



(15)
Below is the ion C4H8FN2 with charge +1, with properties calculated with wB97M-V/def2-TZVPD.

Geometry as XYZ:
```
15
Properties=species:S:1:pos:R:3:forces:R:3:mulliken_charge:R:1
C 1.864 0.005 0.008 -2.7 -5.9 0.9 0.3720
C -0.201 1.170 0.206 4.0 -2.9 0.4 -0.7559
C -0.561 -0.308 0.450 0.4 -0.4 -1.3 0.5138
C -1.607 -0.695 -0.596 1.8 -4.1 0.0 -1.5456
N 0.673 -1.144 0.238 4.1 4.2 -1.1 -0.3991
N 1.393 1.167 0.003 -1.8 1.7 0.1 -0.0497
F 3.086 -0.391 -0.203 -1.5 0.9 0.3 -0.1502
H -0.577 1.517 -0.679 -1.1 1.3 -1.9 0.4303
H -0.344 1.676 1.080 -0.7 2.0 1.8 0.3681
H -0.870 -0.434 1.467 -0.5 0.0 0.5 0.3979
H -2.310 -1.425 -0.235 0.1 -0.9 0.6 0.3780
H -1.135 -1.203 -1.490 -0.1 0.7 1.0 0.3824
H -2.304 -0.087 -0.991 -1.7 3.5 -1.0 0.4569
H 0.997 -1.910 0.859 -0.5 1.0 -0.3 0.3189
H 1.896 2.064 -0.117 -0.1 -0.9 -0.1 0.2821
```
Forces are in eV/Å.

Frontier orbital gap in eV: 11.062
Highest occupied orbital energy in eV: -14.9
Charge: +1
SMILES string: C[C@@H]1C[NH+]=C(F)N1